# 1
C16H25NO | ωB97M-V with the def2-TZVPD basis set

Values from the calculation:
SMILES string: Cc1cccc(OCCCN2CCCCCC2)c1
HOMO-LUMO gap, eV: 9.12
LUMO level, eV: 0.89
ΔE to the lowest compared entry with this formula, charge and spin, kcal/mol: 34.4

Last column: Löwdin charge in e.
Cartesian coordinates (Å):
O1 1.6808 0.3241 0.9859  -0.041
N1 -1.9855 -0.9930 -0.5508  -0.181
C1 -1.7990 -2.4281 -0.6626  -0.194
C2 2.6869 1.1381 0.5603  -0.262
C3 2.5530 2.1877 -0.3395  0.009
C4 -4.0037 -0.8308 0.8649  -0.187
C5 -3.3852 -0.6262 -0.5205  -0.203
C6 3.6483 2.9709 -0.6866  -0.281
C7 5.0269 1.6522 0.7710  -0.083
C8 -2.3826 -2.5334 1.8309  -0.207
C9 4.8869 2.6966 -0.1290  -0.068
C10 3.4771 4.0853 -1.6760  -0.052
C11 -1.5271 -3.0921 0.6919  -0.177
C12 -1.1570 -0.2193 -1.4514  -0.201
C13 0.3929 0.4383 0.4202  -0.194
C14 -3.8322 -2.2347 1.4436  -0.205
C15 0.2961 -0.1873 -0.9723  -0.146
C16 3.9411 0.8773 1.1165  -0.015
H1 0.7007 -1.1989 -0.9177  0.113
H2 0.0625 1.4842 0.4016  0.126
H3 -2.3658 -3.2545 2.6514  0.105
H4 -5.0692 -0.5987 0.7915  0.107
H5 3.4398 3.6837 -2.6892  0.084
H6 -1.9304 -1.6114 2.1988  0.097
H7 -1.7103 -4.1637 0.5831  0.108
H8 -2.6897 -2.8886 -1.1166  0.115
H9 -1.1867 -0.6054 -2.4864  0.124
H10 -3.9684 -1.1995 -1.2647  0.121
H11 -0.9595 -2.6436 -1.3295  0.114
H12 2.5491 4.6246 -1.4961  0.078
H13 4.3069 4.7853 -1.6192  0.074
H14 -4.4549 -2.3019 2.3394  0.106
H15 -1.5351 0.8063 -1.4700  0.117
H16 5.9930 1.4430 1.2064  0.103
H17 0.8997 0.3743 -1.6876  0.110
H18 -3.4815 0.4323 -0.7758  0.114
H19 -0.4767 -2.9611 0.9574  0.104
H20 -4.1969 -2.9827 0.7377  0.111
H21 5.7426 3.2990 -0.3961  0.105
H22 -0.2623 -0.1172 1.0950  0.116
H23 -3.5529 -0.1154 1.5555  0.111
H24 4.0313 0.0632 1.8180  0.114
H25 1.5972 2.4213 -0.7834  0.109

=====

# 2
C16H25NO2 | ωB97M-V with the def2-TZVPD basis set

Values from the calculation:
SMILES string: O[C@@H](CNCC1CCCCC1)COc1ccccc1
HOMO-LUMO gap, eV: 9.14
LUMO level, eV: 0.72
ΔE to the lowest compared entry with this formula, charge and spin, kcal/mol: 329.0

Last column: Löwdin charge in e.
Cartesian coordinates (Å):
O1 -0.2594 -2.9393 1.3416  -0.101
O2 2.3361 -0.9939 -0.3499  0.064
N1 -1.1598 -0.9790 -0.5955  -0.040
C1 -4.4653 2.2280 0.7753  -0.262
C2 4.8488 1.2456 -0.8914  -0.179
C3 -3.8414 2.5265 -0.3486  -0.250
C4 -2.8264 1.3631 -0.8214  -0.186
C5 -0.3209 -2.1136 -0.9009  -0.180
C6 5.1251 2.0136 0.0423  -0.133
C7 -3.5048 0.2189 -0.7676  -0.370
C8 -3.9254 -0.2083 0.4948  -0.206
C9 4.3298 1.6435 1.1589  -0.086
C10 1.6304 -1.3096 0.7162  -0.190
C11 3.4532 0.5881 1.1293  0.041
C12 0.6974 -2.5272 0.2237  -0.191
C13 3.9227 0.3047 -1.1346  -0.079
C14 -2.3974 -0.8709 -1.5592  0.012
C15 3.2312 -0.1653 -0.2394  -0.370
C16 -5.0650 0.6828 1.1067  -0.057
H1 -5.3816 0.1838 1.8913  0.039
H2 -3.0682 -0.3382 0.9814  0.080
H3 -2.5388 1.8361 -1.6808  0.094
H4 4.4329 2.1897 2.1097  0.109
H5 -2.9528 -1.7060 -1.5350  0.066
H6 -4.2214 0.1561 -1.3693  0.084
H7 0.4661 -1.7632 -1.6092  0.123
H8 0.8992 -0.7373 1.1930  0.104
H9 5.5503 1.7440 -1.8792  0.188
H10 -1.9714 1.7372 -0.1398  0.166
H11 -0.9654 -2.8538 -1.1311  0.085
H12 -4.7296 2.6311 -1.1155  0.172
H13 2.7762 0.5597 2.0250  0.113
H14 5.9209 2.5782 0.1524  0.066
H15 -0.8265 -0.1545 -0.2392  0.056
H16 1.0658 -3.4176 -0.0269  0.094
H17 -3.6284 2.1373 1.7768  0.190
H18 2.0108 -1.8361 1.6870  0.176
H19 -2.0066 -0.4635 -2.4318  0.088
H20 -4.2807 -1.1316 0.3992  0.085
H21 -3.4880 3.4775 -0.1943  0.097
H22 -5.8822 0.5417 0.2476  0.145
H23 -1.1388 -2.5042 1.2340  0.074
H24 3.7928 -0.1180 -2.2571  0.190
H25 -5.2844 2.7108 1.2195  0.081

=====

# 3
C16H26B2N6O2Ru | ωB97M-V with the def2-TZVPD basis set

Values from the calculation:
HOMO-LUMO gap (alpha / beta), eV: 7.30 / 3.05
2S+1: 5
LUMO level (alpha / beta), eV: -7.52 / -11.73
⟨S²⟩: 6.03
Total charge: +2

Last column: Löwdin charge in e.
Cartesian coordinates (Å):
Ru1 0.8983 -0.2926 0.3242  1.429
O1 -1.6760 1.0363 0.9696  0.183
O2 -1.0174 1.3887 -1.2672  0.144
N1 1.9878 -2.6766 -1.1329  0.006
N2 0.1260 -1.9986 1.0829  -0.108
N3 0.8237 -3.2219 1.0244  0.014
N4 2.7071 -0.9975 1.1112  -0.121
N5 1.3835 -1.4154 -1.2812  -0.120
N6 3.0916 -2.3299 1.0184  -0.013
C1 3.6623 -0.3334 1.7963  -0.089
C2 -0.9886 -3.5389 2.2429  -0.018
C3 -1.0065 -2.2079 1.8086  -0.063
C4 -2.3429 1.9290 -1.1273  -0.433
C5 -3.9489 1.8354 0.9418  0.028
C6 -2.5416 2.0404 0.4286  -0.427
C7 1.3492 -1.1360 -2.6158  -0.063
C8 1.6253 3.0749 -0.1795  -0.009
C9 2.0079 -2.1792 -3.2892  -0.013
C10 2.4146 -3.0888 -2.3310  -0.014
C11 -2.0945 3.3872 0.9861  0.050
C12 4.2740 -2.4845 1.6287  -0.017
C13 4.6825 -1.2468 2.1261  -0.016
C14 -2.4411 3.2516 -1.8591  0.025
C15 0.1648 -4.1170 1.7662  -0.016
C16 -3.3470 0.9863 -1.7842  0.041
B1 2.1591 -3.3198 0.2600  -0.475
B2 -0.7189 0.8393 -0.0230  -0.673
H1 -1.7166 -1.4080 1.9550  0.112
H2 -4.5874 2.6184 0.5164  0.121
H3 1.3479 2.2189 0.4766  -0.011
H4 -3.4742 3.6229 -1.8135  0.121
H5 2.1598 -2.2576 -4.3415  0.110
H6 -1.7426 -4.0013 2.8416  0.112
H7 -2.7680 4.1778 0.6415  0.125
H8 -1.0674 3.6577 0.7068  0.094
H9 0.9739 3.9436 -0.0414  0.036
H10 -4.3378 1.4556 -1.7370  0.117
H11 -3.4065 0.0014 -1.3005  0.119
H12 -2.2011 3.1328 -2.9204  0.121
H13 4.7065 -3.4741 1.6290  0.143
H14 2.5676 -4.4498 0.2004  0.135
H15 -3.1198 0.8502 -2.8510  0.124
H16 2.6387 3.4228 0.0460  0.050
H17 1.5747 2.7476 -1.2177  0.039
H18 0.5772 -5.1076 1.9115  0.151
H19 -2.1757 3.3702 2.0808  0.127
H20 -3.9852 1.9611 2.0310  0.121
H21 -4.3900 0.8683 0.6844  0.109
H22 5.5848 -1.0573 2.6666  0.107
H23 0.8604 -0.2435 -2.9782  0.117
H24 3.5416 0.7336 2.0132  0.120
H25 2.9976 -3.9943 -2.3884  0.147
H26 -1.7929 4.0262 -1.4369  0.101

=====

# 4
C16H26B2N6O2Zr | ωB97M-V with the def2-TZVPD basis set

Values from the calculation:
HOMO-LUMO gap, eV: 6.71
LUMO level, eV: -8.57
Total charge: +2

Last column: Löwdin charge in e.
Cartesian coordinates (Å):
Zr1 -0.6626 0.8273 -0.3452  1.929
O1 2.1626 0.1171 1.2559  0.039
O2 1.8161 -1.4166 -0.4775  0.043
N1 -2.4466 1.6186 -1.3160  -0.171
N2 -3.7429 1.2056 -1.0513  -0.007
N3 -3.3989 0.4423 1.2943  -0.002
N4 -2.0430 0.7453 1.3899  -0.122
N5 -3.2756 -1.1718 -0.6413  -0.024
N6 -1.9004 -1.1131 -0.8681  -0.075
C1 3.2156 -1.3014 -0.3218  -0.505
C2 -2.7184 -3.0903 -1.6135  0.002
C3 3.3545 -1.6949 2.2251  0.000
C4 -3.0185 1.1038 3.3830  0.007
C5 -3.8704 2.8685 -2.4993  0.000
C6 -3.7690 -2.3259 -1.1101  -0.009
C7 -2.5249 2.6421 -2.2153  -0.080
C8 -1.8063 1.0812 2.6899  -0.067
C9 -4.5985 1.9500 -1.7513  0.006
C10 3.8528 -2.6667 -0.4717  0.005
C11 3.7627 -0.3985 -1.4311  -0.002
C12 1.4829 2.8395 -0.5007  -0.008
C13 4.5413 0.2769 1.3080  0.006
C14 -3.9915 0.6928 2.4711  0.011
C15 -1.5713 -2.3167 -1.4014  -0.076
C16 3.3495 -0.6421 1.1188  -0.493
B1 1.3233 -0.2921 0.2054  -0.604
B2 -4.0380 0.0367 -0.0637  -0.471
H1 1.0322 1.8936 -0.9836  -0.041
H2 3.5241 -3.3988 0.2742  0.095
H3 -1.6060 3.0885 -2.5602  0.117
H4 -5.2130 -0.1964 0.0640  0.138
H5 1.0559 3.7562 -0.9270  0.060
H6 1.3326 2.8440 0.5954  0.067
H7 5.4749 -0.2779 1.1935  0.109
H8 3.6481 -3.0786 -1.4630  0.102
H9 4.5484 1.1164 0.6075  0.086
H10 2.5161 -2.3972 2.1448  0.104
H11 -0.5497 -2.5646 -1.6392  0.122
H12 3.3343 0.6132 -1.4078  0.075
H13 -5.0633 0.6064 2.5904  0.153
H14 -5.6626 1.7863 -1.6683  0.152
H15 4.8536 -0.3090 -1.3777  0.107
H16 4.9355 -2.5483 -0.3848  0.107
H17 4.2940 -2.2474 2.1872  0.101
H18 -0.8017 1.2976 3.0080  0.126
H19 -4.2550 3.6043 -3.1714  0.117
H20 3.5302 -0.8514 -2.4007  0.105
H21 4.5249 0.6825 2.3206  0.101
H22 3.3003 -1.1978 3.1976  0.102
H23 -3.1698 1.4186 4.4002  0.122
H24 -2.8002 -4.0484 -2.1024  0.120
H25 -4.8310 -2.5312 -1.0803  0.148
H26 2.5626 2.9219 -0.6791  0.077